Computed, not measured: 12 unconnected molecules or ions with the total composition C37H52Cl9F21N2O16 at a distorted geometry, with wB97M-V/def2-TZVPD.

The geometry in XYZ format:
```
137
Properties=species:S:1:pos:R:3:forces:R:3
C 4.483 0.154 -2.736 0.6380 -1.4083 -0.4051
C 3.706 0.857 -1.686 -0.5312 -0.9820 -0.1894
O 3.640 2.203 -2.089 -1.5335 3.0888 -0.5881
C 2.600 2.666 -2.859 -0.1565 -2.4870 -1.2532
O 1.669 1.984 -3.267 1.6492 1.5310 1.2065
C 2.766 4.146 -3.390 0.3479 1.4236 -0.4776
F 3.984 4.678 -3.134 -0.6317 -0.8531 -0.3637
F 2.512 4.327 -4.745 0.5590 -1.1371 1.9972
F 1.883 4.927 -2.765 -0.2016 -0.3741 0.1614
H 5.533 0.441 -2.792 -0.0915 0.3408 0.0725
H 4.032 0.249 -3.724 -0.0643 0.1119 0.0614
H 4.492 -0.908 -2.488 -0.0062 -0.1980 -0.0842
H 4.172 0.753 -0.706 0.1032 0.5983 -0.0061
H 2.720 0.402 -1.598 -0.2418 0.2386 -0.1288
C 3.234 0.764 3.069 0.3277 -0.3427 -0.6208
C 2.326 1.844 2.491 -0.5545 0.0540 1.3823
O 3.131 2.706 1.692 1.3454 0.5841 -1.6521
C 2.713 3.843 1.109 -2.4725 -0.1962 2.1712
O 1.586 4.286 1.198 1.0674 -0.6274 -0.5298
C 3.842 4.693 0.552 1.8774 -1.0715 -1.6338
F 4.685 3.924 -0.209 -0.2206 0.0301 0.8185
F 3.436 5.624 -0.291 -0.5244 0.4351 0.7500
F 4.572 5.202 1.547 -0.4178 0.2150 -0.1125
H 2.789 0.093 3.804 -0.5144 0.5490 0.1711
H 4.130 1.205 3.505 -0.0824 0.0407 0.0227
H 3.542 0.068 2.289 0.2455 0.1533 -0.2908
H 1.932 2.455 3.303 -0.2325 0.0141 0.0188
H 1.477 1.419 1.956 0.1252 0.2049 -0.2098
C -2.032 -3.136 1.945 -0.4055 1.1696 1.4578
C -2.047 -2.041 3.128 -0.3791 -0.5899 -1.6744
O -1.040 -2.384 4.078 2.6066 0.9684 2.3269
C -0.252 -1.442 4.720 -0.8815 4.0584 -3.8803
O 0.005 -0.285 4.263 -1.0685 -4.7048 1.9202
C 0.333 -1.923 6.047 0.6016 0.3061 1.6780
F 1.327 -2.764 5.782 0.0763 -0.4680 -0.1243
F 0.894 -0.938 6.840 -1.1979 -0.9409 -1.5224
F -0.602 -2.543 6.787 0.4366 0.2800 -0.4085
H -1.888 -4.111 2.410 0.1886 -0.0358 -0.2164
H -1.314 -2.930 1.151 0.4662 0.0138 0.4243
H -2.965 -3.184 1.382 -0.2946 0.2958 0.5171
H -2.940 -2.057 3.753 -0.3636 -0.1270 -0.6043
H -1.918 -1.034 2.730 0.1610 -0.0069 0.1261
C -6.029 -1.627 -1.165 -1.3901 -0.9559 -0.2138
C -7.253 -2.391 -1.787 1.6834 -0.8198 0.0497
O -8.426 -2.097 -1.107 -3.1977 0.1151 1.2673
C -9.480 -2.986 -1.013 2.1232 -1.6637 -1.0405
O -9.515 -4.144 -1.415 0.2121 2.8828 0.7916
C -10.656 -2.323 -0.280 0.0998 -1.2395 0.2380
F -11.544 -1.952 -1.218 0.1529 0.4020 0.7331
F -11.247 -3.258 0.522 0.3919 1.0999 -0.6212
F -10.230 -1.308 0.471 -0.8339 -0.1116 -0.3231
H -5.150 -1.870 -1.763 -0.0024 0.3988 -0.1619
H -5.834 -2.032 -0.173 -0.1114 0.0627 0.1040
H -6.239 -0.562 -1.064 0.2480 -0.0715 -0.2814
H -7.123 -3.464 -1.642 0.4534 -0.1446 -0.4968
H -7.413 -2.169 -2.842 0.2283 0.0290 -0.0640
C -2.281 3.563 4.024 -1.7433 -0.3163 -0.7408
C -1.971 2.909 2.636 0.8812 1.1065 1.4553
O -3.144 3.049 1.761 0.2652 -0.4219 0.0855
C -3.997 2.040 1.706 0.0226 -1.4551 1.7169
O -3.897 0.997 2.346 -0.2432 1.5481 -1.4041
C -5.277 2.318 0.816 1.8462 0.3606 0.3397
F -5.209 1.570 -0.287 -0.4510 -0.6275 0.1841
F -6.356 2.016 1.555 0.3678 0.4625 -0.9192
F -5.255 3.580 0.373 -0.9416 -0.3135 0.8103
H -2.989 2.923 4.550 0.0004 -0.1422 0.1112
H -2.853 4.460 3.787 0.0748 0.2056 0.0483
H -1.538 3.865 4.762 0.6739 -0.4056 -0.7136
H -1.600 1.892 2.761 -0.5137 -0.1232 -0.3824
H -1.179 3.513 2.194 -0.2077 -0.1301 -0.5144
C 1.695 -3.833 2.503 1.2965 -0.8661 0.1642
C 2.218 -4.311 1.154 0.1213 0.2202 -0.5430
O 3.685 -4.282 0.856 0.6320 0.0830 0.6104
C 4.390 -3.167 0.693 -2.1676 0.8879 -0.6447
O 3.900 -2.053 0.711 0.8513 -0.7542 0.1269
C 5.905 -3.349 0.322 -0.6628 -0.7648 -0.0150
F 6.125 -2.992 -0.978 -0.2499 -0.6507 1.2629
F 6.613 -2.573 1.103 0.5285 1.1821 0.3241
F 6.339 -4.588 0.583 -0.2986 0.0136 -0.8958
H 2.173 -2.896 2.790 -0.4281 0.1651 -0.0061
H 1.938 -4.586 3.254 0.0885 0.1421 0.2285
H 0.607 -3.804 2.458 0.1231 0.3791 -0.1154
H 1.674 -3.734 0.407 0.4478 -0.1565 -0.4691
H 2.059 -5.381 1.016 -0.2863 0.2653 -0.0506
C 6.485 1.256 1.269 0.1640 -0.6984 0.5560
C 7.991 1.396 1.570 -1.1831 0.2826 0.2249
O 8.412 2.743 1.272 0.6408 2.3765 0.6946
C 8.440 3.764 2.239 -1.1065 -4.6844 2.1192
O 8.265 3.520 3.439 0.6135 1.4528 -3.4019
C 8.636 5.156 1.643 0.3665 1.3960 -0.2132
F 8.915 5.134 0.314 -0.5226 0.1119 1.4577
F 7.515 5.897 1.885 0.9833 -0.8355 -0.6093
F 9.657 5.793 2.279 -0.7390 -0.6929 -0.5944
H 6.288 0.188 1.364 -0.1938 -0.1957 -0.0718
H 6.133 1.553 0.281 0.5898 0.1797 -0.1041
H 5.815 1.728 1.987 0.3614 0.2893 0.1225
H 8.544 0.681 0.961 0.2247 0.6035 -0.4224
H 8.230 1.101 2.592 -0.1992 0.4348 0.1849
Cl -0.188 -6.154 -0.834 0.1124 -0.8023 0.3330
C -1.260 -5.115 -1.731 0.0713 0.5424 0.2951
Cl -0.411 -3.593 -1.951 -0.0448 0.4744 -0.3224
Cl -2.758 -4.801 -0.794 0.2203 -0.4391 -0.7250
H -1.436 -5.568 -2.706 -0.3679 0.2323 0.2253
Cl -0.659 0.053 -4.553 -0.0381 0.1366 0.5548
C -1.834 1.323 -4.182 -0.4798 -0.3128 -1.3621
Cl -3.393 0.547 -3.715 0.4387 0.8218 0.1646
Cl -2.075 2.229 -5.744 -0.0200 -0.1163 1.0688
H -1.515 1.997 -3.387 0.0608 -0.1641 -0.1288
Cl -2.411 6.452 1.389 0.1151 0.1942 0.1132
C -2.192 5.612 -0.157 0.1371 -0.3285 0.3874
Cl -0.994 6.395 -1.169 0.2878 -0.0424 0.1262
Cl -3.704 5.529 -1.005 -0.4930 0.0635 -0.4461
H -1.895 4.598 0.108 0.1834 0.1805 -0.3986
C -4.175 -3.633 -6.699 1.8467 -0.5778 0.0327
N -3.041 -3.476 -5.774 0.0203 -0.6595 -1.0744
C -3.371 -2.612 -4.652 1.1435 -0.5777 -0.2115
C -1.811 -4.097 -5.955 -0.5455 1.9145 2.0101
O -0.895 -3.897 -5.150 -0.7153 -0.7486 -1.1073
H -5.038 -3.905 -6.093 -0.2271 0.0897 -0.4914
H -3.866 -4.433 -7.371 -0.5360 -0.1889 -0.1308
H -4.289 -2.742 -7.318 -0.4438 0.1320 0.2525
H -2.629 -2.825 -3.882 -0.2185 0.1831 0.2767
H -3.291 -1.557 -4.914 -0.1615 -0.2715 -0.0983
H -4.385 -2.875 -4.352 0.0330 0.2108 0.3156
H -1.712 -4.729 -6.851 -0.2201 0.0614 0.1015
C 0.494 -0.546 0.256 0.2755 0.1830 0.8119
N -0.557 0.368 -0.211 0.6003 -3.0831 0.4721
C -1.887 -0.173 -0.406 -0.2920 -0.0806 0.1367
C -0.298 1.611 -0.495 -0.9305 2.2388 -1.1350
O -1.145 2.377 -0.997 1.3848 -0.3903 0.7681
H 0.859 -1.344 -0.390 -0.7231 0.0718 -0.7109
H 0.190 -1.027 1.185 -0.1848 -0.0162 0.1188
H 1.423 -0.030 0.499 -0.1938 0.4467 -0.0314
H -1.837 -1.224 -0.690 0.1061 0.1036 -0.3519
H -2.457 -0.144 0.523 -0.0409 0.1486 0.1804
H -2.407 0.445 -1.139 0.0384 -0.2997 0.0013
H 0.740 1.854 -0.219 -0.0384 0.6166 -0.3064
```
Forces are in eV/Å.

The value obtained for the max |F| is 5.7 eV/A. Its electronic energy is -8993.3343 hartree. The SMILES is CCOC(=O)C(F)(F)F.CCOC(=O)C(F)(F)F.CCOC(=O)C(F)(F)F.CCOC(=O)C(F)(F)F.CCOC(=O)C(F)(F)F.CCOC(=O)C(F)(F)F.CCOC(=O)C(F)(F)F.ClC(Cl)Cl.ClC(Cl)Cl.ClC(Cl)Cl.CN(C)C=O.CN(C)C=O. Its multiplicity is 1. For the frontier orbital gap, the calculation gives 9.3229 eV. The HOMO energy comes out at -0.3515 Eh. The net charge is 0.